1.
Formula: C14H32N2O10Sr
Source: the OMol25 dataset
Level of theory: the ωB97M-V functional and the def2-TZVPD basis

Structure (XYZ):
```
59
Properties=species:S:1:pos:R:3:forces:R:3:lowdin_charge:R:1
Sr 0.26423 0.40529 -0.90613 -0.7 -0.5 1.1 1.6252
O -0.67946 1.91945 3.09838 0.3 0.3 -1.5 0.0882
C -0.32669 1.49714 1.82891 0.8 -1.0 -0.2 -0.8074
O -0.70963 0.37175 1.43402 -1.4 -0.9 0.6 -0.1354
O 0.44758 2.14205 1.10452 0.6 1.9 0.2 -0.0949
H -1.29893 1.24141 3.37787 -0.1 -0.5 0.3 0.0668
O -1.44317 -2.27289 -3.72240 -0.4 -0.3 0.1 0.1142
C -0.74419 -1.63997 -2.75721 -2.3 -1.3 2.4 -0.8955
O 0.07936 -0.84421 -3.11772 3.8 3.4 -2.5 -0.0852
O -1.01364 -1.77834 -1.55287 -0.9 -1.1 0.8 -0.0810
H -1.17954 -1.69983 -4.44606 -0.1 -0.4 -0.9 0.1016
C -3.32334 1.08283 -1.09805 0.1 0.3 -1.3 -0.0337
O -2.03347 1.57469 -1.51879 -1.5 -2.3 1.3 -0.3003
C -2.03125 2.86189 -1.97404 1.2 0.2 -2.3 -0.2130
C -0.87823 2.75583 -3.03058 -1.3 2.8 0.8 -0.1889
N 0.34517 2.68538 -2.28551 0.0 -1.9 0.3 -0.1465
C 1.47757 2.49377 -3.14878 0.4 1.6 -0.3 -0.2150
C 2.75733 2.25052 -2.35358 -1.4 0.6 -0.1 -0.1645
O 2.67296 0.95647 -1.72044 0.2 2.0 -0.9 -0.2946
C 3.11514 -0.00410 -2.63495 1.2 -1.2 0.6 -0.1081
H -3.27460 -0.00189 -1.19333 0.1 0.0 1.2 0.0998
H -4.06147 1.32204 -1.86359 0.0 0.4 -0.3 0.0838
H -3.68042 1.59739 -0.20596 0.3 -0.7 0.5 0.1035
H -1.88055 3.53537 -1.13033 0.2 0.5 -0.3 0.1387
H -2.91166 3.12316 -2.56116 -0.5 0.0 0.4 0.1241
H -0.85666 3.66365 -3.63350 -0.1 0.5 -0.3 0.1161
H -1.09647 1.99308 -3.77802 0.3 -0.7 0.7 0.1349
H 0.47280 3.55124 -1.78142 -0.1 0.0 0.3 0.1357
H 1.52852 3.46775 -3.63546 0.9 0.2 -0.7 0.1252
H 1.25443 1.80058 -3.95983 0.1 -0.5 0.4 0.1285
H 2.84707 3.01992 -1.58672 -0.2 -0.2 0.4 0.1353
H 3.57417 2.49235 -3.03359 0.6 -1.1 0.1 0.1305
H 4.19219 0.13984 -2.72067 0.2 -0.2 -0.4 0.1016
H 2.65447 0.01498 -3.62264 -0.3 0.0 0.2 0.0969
H 2.96943 -0.93962 -2.09489 -0.2 -0.3 -0.6 0.0902
C -2.23473 -0.41558 5.63073 1.1 0.8 -0.4 -0.0875
O -1.57048 -0.75145 4.40723 -0.6 0.6 0.3 -0.2042
C -1.54064 -2.13789 4.26394 0.7 -1.2 -1.8 -0.2279
C -1.20308 -2.65337 2.81462 1.4 0.0 1.1 -0.1614
N 0.27554 -2.68396 2.49346 -1.4 -0.2 0.2 -0.0486
C 0.47479 -3.14527 1.10802 1.1 0.2 -0.2 -0.1955
C 1.88059 -2.72358 0.56501 -2.0 0.6 0.1 -0.1312
O 1.81009 -1.26845 0.34592 0.6 -1.6 0.2 -0.3148
C 3.00391 -0.67633 0.77642 0.3 1.2 -0.1 -0.1274
H -3.13223 -1.01658 5.77695 -0.1 0.2 0.0 0.0859
H -2.39497 0.66191 5.59248 -0.6 -0.1 -0.1 0.0863
H -1.55774 -0.50605 6.48019 0.1 -0.6 0.2 0.0867
H -2.53685 -2.52904 4.47053 -0.1 -0.3 0.3 0.1093
H -0.79068 -2.55986 4.93296 -0.1 -0.3 0.3 0.1223
H -1.83308 -2.12709 2.09751 0.2 0.2 -0.3 0.1110
H -1.42168 -3.72089 2.78799 -0.7 0.0 0.1 0.1096
H 0.66908 -1.77870 2.70732 0.0 0.3 -0.7 0.0939
H -0.34915 -2.87576 0.44730 0.2 0.8 -0.3 0.0887
H 0.41744 -4.22875 1.00361 0.3 -0.4 0.7 0.1119
H 2.18059 -3.21891 -0.35843 -0.4 0.0 -0.3 0.1205
H 2.66038 -2.99689 1.27588 -0.1 0.4 0.4 0.1168
H 3.85616 -0.96208 0.15989 0.2 -0.5 0.1 0.0930
H 3.18464 -0.86222 1.83514 0.1 -0.1 0.0 0.1040
H 2.92302 0.39783 0.60987 -0.2 0.1 0.3 0.0815
```
Positions in Å, forces in eV/Å.

HOMO, Ha: -0.3040
ΔE to the lowest compared entry with this formula, charge and spin, kcal/mol: 0.0
Gap between HOMO and LUMO, eV: 8.57



2.
Formula: C14H33Br3NO17P2S4
Source: the OMol25 dataset
Level of theory: the ωB97M-V functional and the def2-TZVPD basis

Structure (XYZ):
```
74
Properties=species:S:1:pos:R:3:forces:R:3:lowdin_charge:R:1
C 2.24162 0.42042 -0.08405 1.1 -1.4 -0.6 -0.2042
C 1.82295 1.03192 -1.54086 -1.3 0.2 1.0 -0.7332
Br 3.36755 2.21993 -2.14379 -0.3 -1.0 -0.2 0.4947
C 0.50616 2.06320 -1.48806 2.5 -1.3 -2.2 -0.9317
Br 1.06039 3.59669 -0.33671 -0.8 -0.5 -0.5 0.5104
P -1.02111 1.09410 -0.90571 1.3 -2.6 0.6 0.1801
C -2.54558 0.03556 -0.31181 -2.2 0.1 -0.4 -0.4308
C -3.21776 -0.83518 -1.54960 -0.5 -0.8 0.7 -0.2495
C -2.15850 -1.79218 -2.35462 0.1 0.3 -1.1 -0.3104
N -1.40533 -2.77983 -1.48232 0.4 0.7 -0.9 -0.0619
P -2.35017 2.81602 -0.90055 -2.3 2.2 1.1 0.4070
O -2.16005 3.74675 0.60214 -1.0 -1.1 0.0 -0.5353
Br -1.81158 4.34455 -2.53146 0.1 -0.1 0.4 0.0959
H 2.29765 1.18932 0.79441 -0.5 -1.4 -1.9 0.0662
H 1.57206 -0.53644 0.16339 1.2 2.4 -0.4 0.0804
H 3.34548 -0.01755 -0.20641 -2.3 0.9 0.2 0.0694
H 1.63911 0.19206 -2.36107 0.6 1.9 1.8 0.1101
H 0.32464 2.34341 -2.63435 0.5 0.1 2.6 0.0530
H -1.38562 0.89233 -2.31494 -0.4 0.6 -0.1 -0.0141
H -0.31136 -0.18817 -1.01428 0.2 0.1 0.1 -0.0263
H -0.65263 1.24355 0.49876 0.1 0.4 0.0 -0.0110
H -3.39926 0.79748 0.02891 1.5 -1.8 -0.4 0.0299
H -2.26660 -0.60775 0.62689 -0.4 1.0 -1.8 0.0682
H -4.02349 -1.56824 -1.06135 1.7 1.4 -1.1 0.1002
H -3.85308 -0.15327 -2.29502 1.7 -1.3 1.5 0.1100
H -2.75660 -2.43252 -3.14792 1.0 1.3 1.6 0.1037
H -1.34202 -1.19948 -2.98017 -2.0 -0.7 1.3 0.0951
H -0.55791 -3.05788 -2.06106 -1.4 0.5 1.2 0.0720
H -1.02860 -2.33790 -0.61484 -0.5 -0.1 -1.4 0.0291
H -2.86317 3.45926 1.26495 1.2 0.3 -1.6 0.0429
C -2.99936 6.07288 3.13155 0.1 -0.7 -0.5 -0.1728
C -3.17685 6.53575 1.68796 0.9 -0.2 -0.1 -0.1730
O -4.40293 7.26333 1.67742 -0.7 0.5 1.4 -0.1940
S -4.59857 7.99285 3.12309 0.2 -0.1 -0.4 0.6725
O -4.14865 9.36183 3.00224 -0.8 -1.5 0.5 -0.2502
O -5.89723 7.63417 3.64387 1.4 0.8 -0.6 -0.2494
O -3.46265 7.15440 3.93831 -0.7 1.0 -0.5 -0.2022
H -3.62222 5.19806 3.34435 0.1 0.0 0.0 0.1309
H -1.95675 5.84184 3.36576 -0.2 0.2 0.0 0.1413
H -3.21805 5.70049 0.98481 -0.1 0.2 0.1 0.1076
H -2.37515 7.22075 1.39237 0.0 -0.2 0.0 0.1387
C 6.78738 -1.37702 -4.99977 0.0 0.5 -0.4 -0.1798
C 6.86508 -0.25287 -3.97022 0.5 -0.2 0.1 -0.1756
O 5.60986 -0.27824 -3.29453 -0.5 -1.1 -0.4 -0.2272
S 5.06841 -1.81586 -3.24011 -0.5 0.3 0.5 0.6592
O 5.41804 -2.37202 -1.95187 -0.6 0.4 -1.7 -0.2423
O 3.72610 -1.84673 -3.77270 1.7 -0.1 0.9 -0.2346
O 6.08349 -2.43690 -4.35448 -0.2 0.3 0.8 -0.2029
H 6.20942 -1.06881 -5.87699 0.1 0.0 0.1 0.1319
H 7.77739 -1.71482 -5.31766 -0.2 -0.1 0.2 0.1321
H 7.03526 0.72303 -4.43112 -0.3 -0.1 0.1 0.1381
H 7.65000 -0.44822 -3.23193 0.0 0.0 -0.1 0.1315
C 1.72690 -6.75382 0.25354 -0.1 -0.5 -0.3 -0.1801
C 1.54941 -6.29095 -1.19005 0.7 0.1 0.1 -0.1758
O 0.32332 -5.56336 -1.20059 -0.3 0.0 1.0 -0.1973
S 0.12769 -4.83385 0.24508 -0.8 0.9 -0.1 0.6650
O 0.57760 -3.46487 0.12423 -0.3 -2.1 0.8 -0.2539
O -1.17098 -5.19253 0.76586 1.8 0.5 -0.6 -0.2379
O 1.26361 -5.67230 1.06030 -0.3 0.5 -0.6 -0.1971
H 1.10404 -7.62864 0.46634 0.1 0.0 -0.1 0.1288
H 2.76951 -6.98486 0.48775 -0.2 0.2 0.1 0.1339
H 1.50820 -7.12621 -1.89320 -0.3 0.2 0.1 0.1342
H 2.35111 -5.60595 -1.48564 0.0 -0.1 0.0 0.1341
C -2.02083 -1.39041 5.54886 -0.6 -0.2 -0.1 -0.1809
C -2.02512 -2.07892 4.18664 0.3 -0.4 0.3 -0.1747
O -1.78906 -1.03783 3.24155 0.2 0.9 0.7 -0.2057
S -0.83258 0.09224 3.92602 0.5 0.5 -0.9 0.6601
O 0.53055 -0.16152 3.51538 -1.8 0.6 0.7 -0.2338
O -1.47136 1.37971 3.78187 0.9 -1.7 0.1 -0.2405
O -0.99781 -0.39912 5.47171 0.2 -0.1 -0.8 -0.2010
H -2.97274 -0.88354 5.73728 0.0 -0.1 0.0 0.1300
H -1.81404 -2.08913 6.36391 0.2 0.2 -0.1 0.1320
H -2.97199 -2.58231 3.97734 0.1 0.3 -0.2 0.1379
H -1.20459 -2.79982 4.10687 -0.1 0.0 0.1 0.1329
```
Positions in Å, forces in eV/Å.

Charge: -1
HOMO, Ha: -0.1415
ΔE to the lowest compared entry with this formula, charge and spin, kcal/mol: 95.6
Gap between HOMO and LUMO, eV: 5.66



Which of these has the highest ΔE to the lowest compared entry with this formula, charge and spin? C14H33Br3NO17P2S4